{
  "formula": "C28H17BrCl5MnN3O2",
  "method": "ωB97M-V/def2-TZVPD",
  "species": ["Mn", "Cl", "C", "C", "C", "Cl", "C", "Cl", "C", "Cl", "C", "Cl", "C", "O", "C", "C", "C", "Br", "C", "C", "C", "O", "C", "N", "C", "C", "C", "C", "C", "C", "N", "H", "H", "H", "H", "H", "H", "H", "H", "H", "H", "H", "C", "C", "C", "C", "C", "C", "C", "C", "N", "H", "H", "H", "H", "H", "H"],
  "xyz": [[0.20178, 0.38975, 2.01358], [-0.51054, 2.82877, 2.11864], [1.02520, 2.77622, 2.99812], [1.60387, 1.51787, 3.01645], [2.84207, 1.47137, 3.64518], [3.71590, -0.03271, 3.69600], [3.43324, 2.58684, 4.23786], [4.96586, 2.47031, 5.01475], [2.77779, 3.81929, 4.20535], [3.48618, 5.20386, 4.93811], [1.54427, 3.92726, 3.56621], [0.71184, 5.42852, 3.48221], [1.61696, -2.58812, 2.72013], [1.26481, -1.64647, 1.70695], [1.37275, -2.06238, 0.41603], [1.85941, -3.29177, 0.01591], [1.89052, -3.59474, -1.34386], [2.55896, -5.27880, -1.88334], [1.44446, -2.70573, -2.29288], [0.94821, -1.45929, -1.89382], [0.92035, -1.14009, -0.53780], [0.44070, 0.03719, -0.07338], [0.43795, -0.47898, -2.84695], [-0.01116, 0.70166, -2.47977], [-0.41365, 1.33622, -3.64061], [-0.97075, 2.59849, -3.83178], [-1.27894, 2.96652, -5.12436], [-1.04343, 2.10712, -6.20851], [-0.49300, 0.85343, -6.03450], [-0.18425, 0.48837, -4.73050], [0.36292, -0.66171, -4.19316], [2.66259, -2.87809, 2.61576], [0.96859, -3.46545, 2.65723], [1.47570, -2.07736, 3.66494], [2.21032, -4.01555, 0.73364], [1.48091, -2.98111, -3.33589], [0.12103, 0.58412, -0.87448], [-1.15308, 3.25560, -2.99426], [-1.71466, 3.93774, -5.31133], [-1.30246, 2.43564, -7.20503], [-0.31566, 0.19278, -6.87184], [0.63976, -1.48282, -4.69961], [-1.04281, -0.44346, 3.42814], [-2.03262, -0.67778, 2.38348], [-1.89922, -1.76429, 1.49136], [-2.71520, -1.90590, 0.38760], [-3.70154, -0.95555, 0.12530], [-3.87194, 0.12297, 0.99969], [-3.05626, 0.25461, 2.10111], [-4.52880, -1.08363, -1.03223], [-5.19506, -1.18789, -1.96394], [-0.60778, -1.35611, 3.83332], [-1.37082, 0.23688, 4.21348], [-1.14717, -2.51683, 1.68891], [-2.59326, -2.75047, -0.27760], [-4.64343, 0.85395, 0.80108], [-3.18740, 1.09976, 2.76492]],
  "forces_ev_per_angstrom": [[0.108, -0.405, 0.059], [-0.027, -0.089, 0.009], [0.080, -0.058, -0.001], [-0.181, 0.056, -0.135], [-0.102, -0.033, -0.028], [-0.062, -0.136, -0.045], [-0.015, 0.050, 0.013], [0.010, 0.001, 0.001], [-0.029, 0.002, -0.010], [0.002, 0.022, 0.004], [0.026, -0.042, 0.008], [-0.025, 0.012, -0.010], [0.022, 0.032, 0.074], [-0.001, 0.169, -0.046], [-0.074, 0.059, -0.130], [-0.024, 0.036, -0.018], [-0.014, 0.044, -0.017], [-0.001, 0.003, 0.000], [0.009, 0.004, 0.102], [0.023, -0.037, 0.158], [0.027, -0.155, 0.001], [-0.058, 0.315, -0.114], [0.014, 0.077, 0.019], [0.013, -0.200, 0.082], [-0.022, 0.005, -0.092], [0.019, -0.047, -0.033], [0.002, 0.002, 0.001], [-0.001, -0.004, -0.008], [-0.002, 0.016, -0.008], [-0.038, 0.098, -0.004], [-0.007, 0.032, 0.108], [-0.002, 0.002, 0.009], [0.017, 0.010, 0.016], [0.006, 0.007, 0.004], [0.009, -0.024, 0.010], [0.007, -0.018, -0.047], [0.078, -0.033, 0.047], [-0.005, 0.026, 0.042], [-0.012, 0.025, -0.007], [-0.009, 0.010, -0.030], [0.001, -0.011, -0.016], [-0.008, -0.011, 0.001], [0.221, 0.173, 0.070], [-0.025, -0.009, -0.120], [-0.014, 0.128, 0.133], [-0.070, 0.101, -0.035], [0.130, 0.016, 0.151], [0.041, -0.096, -0.075], [0.229, -0.010, -0.008], [-0.153, -0.026, -0.144], [0.007, 0.000, -0.040], [-0.088, -0.002, 0.076], [-0.007, -0.064, -0.012], [0.016, -0.024, 0.037], [-0.010, -0.013, -0.023], [-0.029, 0.010, -0.016], [-0.004, 0.002, 0.040]],
  "total_charge": 0,
  "lumo_energy_ev": [-0.49, -0.49],
  "multiplicity": 2,
  "e_tot_ev": -201850.31560,
  "homo_energy_ev": [-7.9, -7.8]
}